Record 1
DFT (wB97M-V/def2-TZVPD) results for the molecule C9H5NO at a distorted geometry.

Last column: Löwdin charge in e.
Positions of all 16 atoms, in Å:
C  1.948  -1.526  -0.182  -0.039
H  0.904  2.763  -0.138  0.132
C  -0.754  -0.957  -0.376  -0.043
C  -1.518  0.228  -0.157  -0.194
O  2.540  0.761  0.257  -0.021
C  -3.035  -0.070  0.293  -0.086
H  -1.665  2.300  -0.330  0.111
C  0.572  -0.899  -0.297  -0.121
H  4.076  -0.968  0.422  0.154
C  0.381  1.777  -0.229  0.019
C  1.128  0.539  -0.028  -0.117
N  -4.081  -0.789  0.285  0.083
C  2.945  -0.623  0.346  -0.071
H  1.986  -2.688  0.144  0.143
C  -0.982  1.528  -0.002  -0.077
H  -1.178  -1.954  -0.357  0.127

**Gap between HOMO and LUMO**: 8.955 eV
**E_HOMO**: -0.334 Eh
**Multiplicity**: 1
**Energy above the lowest of the compared OMol25 structures with the same formula, charge and spin**: 381.92 kJ/mol
**Structure (SMILES)**: N#Cc1ccc2occc2c1
**F_max**: 9.9 eV/A

---

Record 2
DFT (wB97M-V/def2-TZVPD) results for the molecule C9H5NO2 at a distorted geometry.

Last column: Löwdin charge in e.
Positions of all 17 atoms, in Å:
H  3.110  -1.877  0.464  0.126
C  0.274  0.813  -0.178  -0.123
H  -0.543  2.820  0.197  0.117
O  -3.624  -0.417  -0.147  0.157
H  0.734  -2.599  0.040  0.165
C  2.411  -1.031  0.181  -0.079
C  -2.529  -0.022  -0.118  -0.309
C  1.071  -1.483  0.037  -0.020
O  -1.566  -2.248  0.092  0.088
C  0.078  -0.618  -0.228  -0.156
N  1.637  1.279  -0.180  0.093
C  2.681  0.273  -0.110  -0.113
H  -3.030  2.165  0.164  0.146
C  -2.158  1.431  0.256  -0.007
C  -1.326  -1.070  -0.242  -0.200
C  -0.906  1.778  0.130  -0.021
H  3.687  0.805  -0.358  0.135

**Gap between HOMO and LUMO**: 8.464 eV
**E_HOMO**: -0.357 Eh
**Multiplicity**: 1
**Energy above the lowest of the compared OMol25 structures with the same formula, charge and spin**: 222.40 kJ/mol
**Structure (SMILES)**: O=C1C=Cc2ncccc2C1=O
**F_max**: 4.5 eV/A

---

Record 3
DFT (wB97M-V/def2-TZVPD) results for a structure of composition C9H6Cl2O8PdS2 at a distorted geometry.

Last column: Löwdin charge in e.
Positions of all 28 atoms, in Å:
C  2.540  -1.133  -0.253  -0.784
H  -3.039  -0.088  -2.089  0.087
C  -0.662  0.764  0.164  -0.097
O  -2.757  4.768  -1.468  0.068
C  3.607  -1.472  -1.331  -1.001
C  -2.404  0.543  -1.478  -0.133
O  -0.372  -4.929  2.454  -0.401
H  3.163  -2.069  -2.116  0.050
C  -0.771  2.134  0.073  -0.036
O  2.598  -0.097  0.380  0.003
C  -2.515  1.912  -1.552  -0.043
Cl  4.303  -0.017  -2.088  0.532
S  -1.361  -1.806  -0.590  0.608
Cl  4.900  -2.457  -0.601  0.550
H  -3.237  2.373  -2.216  0.109
C  -1.832  4.203  -0.935  -0.498
H  -0.119  4.381  -0.117  0.078
O  1.258  -3.107  2.662  -0.466
C  -1.693  2.744  -0.787  -0.177
C  -1.473  -0.079  -0.619  -0.675
O  -1.015  -2.581  2.745  -0.488
O  -0.822  4.967  -0.423  0.078
H  0.074  0.319  0.822  0.078
H  -0.126  2.722  0.720  0.109
O  -0.026  -3.840  4.633  -0.359
O  1.683  -2.068  -0.246  -0.198
S  -0.052  -3.707  3.194  0.262
Pd  0.149  -2.380  1.061  0.744

**Gap between HOMO and LUMO**: 6.685 eV
**Total charge**: -2
**E_HOMO**: -0.080 Eh
**Multiplicity**: 1
**Energy above the lowest of the compared OMol25 structures with the same formula, charge and spin**: 0.00 kJ/mol
**F_max**: 1.1 eV/A

---

Record 4
DFT (wB97M-V/def2-TZVPD) results for a structure of composition C9H6F10I2NO2PtSTe at a distorted geometry.

Last column: Löwdin spin population.
Positions of all 33 atoms, in Å:
O  1.655  -1.074  -0.337  0.058
C  -0.495  3.008  0.522  0.012
F  2.793  1.557  0.219  0.003
Pt  -0.345  -0.835  0.328  0.630
H  0.651  -3.638  -0.034  0.000
O  -2.420  -0.615  0.797  0.231
F  -1.022  0.433  -1.332  0.004
F  -4.849  -0.178  -0.806  0.007
C  0.217  -2.273  1.581  -0.017
H  3.994  -1.750  -0.581  0.000
F  -3.128  1.521  -0.864  0.009
F  2.924  3.419  -1.686  -0.002
C  -0.425  3.979  -0.459  -0.002
C  1.796  3.274  -0.973  -0.002
N  3.410  -2.441  -0.142  0.003
I  -4.274  -4.975  2.071  0.515
Te  -2.964  -0.283  -1.353  0.015
C  1.203  -3.113  0.752  -0.002
C  0.722  4.107  -1.218  0.013
F  -3.122  0.423  -3.141  -0.001
I  -3.346  -2.476  0.906  0.312
S  0.401  0.846  1.976  0.118
C  2.117  -2.158  0.052  0.005
H  -0.612  -2.886  1.933  0.003
C  1.705  2.311  0.015  0.012
H  3.800  -3.318  0.149  0.001
H  0.725  -1.834  2.442  -0.001
F  -1.168  -2.124  -1.348  0.058
H  1.753  -3.849  1.346  -0.001
F  -1.609  2.951  1.241  0.003
F  -1.448  4.813  -0.669  -0.002
F  0.806  5.049  -2.165  0.004
C  0.554  2.126  0.776  0.010

**Gap between HOMO and LUMO (alpha / beta)**: 5.954 / 4.484 eV
**Total charge**: -1
**E_HOMO (alpha / beta)**: -0.148 / -0.202 Eh
**Multiplicity**: 3
**Energy above the lowest of the compared OMol25 structures with the same formula, charge and spin**: 0.00 kJ/mol
**F_max**: 1.5 eV/A

---

Record 5
DFT (wB97M-V/def2-TZVPD) results for the molecule C9H6N2O3 at a distorted geometry.

Last column: Löwdin charge in e.
Positions of all 20 atoms, in Å:
C  0.696  3.146  1.957  -0.064
H  0.832  1.331  -1.475  0.146
C  1.015  1.672  -0.457  -0.067
C  -0.783  -2.382  0.161  -0.425
H  1.302  -3.551  -0.195  0.019
O  1.983  -2.958  -0.133  0.034
C  -0.272  -0.207  0.528  -0.138
H  1.884  4.655  1.001  0.117
C  0.365  1.162  0.585  -0.187
H  2.004  3.321  -1.008  0.072
O  -0.584  -3.552  -0.123  0.122
C  1.505  2.873  -0.267  -0.092
C  1.413  3.662  0.894  -0.047
H  0.646  3.547  2.954  0.101
O  -1.838  -1.795  0.717  0.066
C  0.344  -1.485  0.097  -0.145
N  1.634  -1.619  -0.009  0.178
N  -1.543  -0.378  0.860  0.194
H  -0.180  1.294  2.694  0.122
C  0.160  1.845  1.801  -0.007

**Gap between HOMO and LUMO**: 8.456 eV
**E_HOMO**: -0.358 Eh
**Multiplicity**: 1
**Energy above the lowest of the compared OMol25 structures with the same formula, charge and spin**: 274.90 kJ/mol
**Structure (SMILES)**: O=C1ON=C(c2ccccc2)/C1=N/O
**F_max**: 6.1 eV/A

---

Record 6
DFT (wB97M-V/def2-TZVPD) results for the molecule C9H6O3 at a distorted geometry.

Last column: Löwdin charge in e.
Positions of all 18 atoms, in Å:
C  0.835  -1.899  -0.745  -0.076
H  1.136  -2.937  -1.059  0.115
O  0.090  1.997  0.249  0.074
C  -2.060  0.318  0.623  0.039
H  3.436  -2.620  -0.489  0.220
O  -1.271  3.610  1.237  0.238
H  2.167  1.401  -0.855  0.160
C  -1.116  2.544  1.005  -0.421
C  0.190  0.789  -0.302  -0.250
C  -0.806  -0.152  -0.131  -0.151
C  1.519  0.441  -0.785  0.034
H  -0.756  -2.533  0.082  0.133
H  -2.755  -0.643  0.641  0.147
O  3.352  -1.463  -0.723  -0.162
C  -2.250  1.611  1.142  0.023
C  -0.374  -1.511  -0.230  -0.067
C  1.896  -0.858  -0.968  -0.142
H  -3.233  1.903  1.306  0.087

**Gap between HOMO and LUMO**: 8.507 eV
**E_HOMO**: -0.320 Eh
**Multiplicity**: 1
**Energy above the lowest of the compared OMol25 structures with the same formula, charge and spin**: 479.15 kJ/mol
**Structure (SMILES)**: O=c1ccc2ccc(O)cc2o1
**F_max**: 10.5 eV/A